Version one
The following is a quantum chemistry calculation of C5H8S in the gas phase, from the Open Molecules 2025 dataset.

```
14
C5H8S | the Open Molecules 2025 dataset | ωB97M-V/def2-TZVPD
S -0.607 1.969 0.227
C 0.266 -1.543 -1.329
C -0.557 -0.485 0.960
C -0.144 -0.473 -0.618
C 0.085 0.943 -1.058
C -0.040 0.872 1.438
H -0.553 1.210 2.417
H 1.234 1.030 -0.858
H -0.091 1.262 -2.141
H 0.883 -1.338 -2.189
H 1.009 0.900 1.801
H 0.252 -2.502 -0.955
H -0.133 -1.338 1.489
H -1.603 -0.507 0.816
```

Properties
SMILES: C=C1CCSC1
Frontier orbital gap in eV: 9.48
E_LUMO in eV: 0.9673

***

Version two
The following is a quantum chemistry calculation of C5H8S in the gas phase, from the Open Molecules 2025 dataset.

```
14
C5H8S | the Open Molecules 2025 dataset | ωB97M-V/def2-TZVPD
S -1.056 -1.292 -2.842
C -0.508 -0.661 -1.471
C 0.587 -0.969 -0.390
C 0.647 0.765 1.354
C -1.003 0.435 -0.624
C -0.402 -0.139 0.669
H -0.889 -0.873 1.242
H 0.983 -2.028 -0.248
H 1.384 -0.414 -0.795
H 0.142 1.698 1.819
H 1.341 1.231 0.612
H -2.059 0.820 -0.660
H 1.230 0.216 2.154
H -0.396 1.211 -0.819
```

Properties
SMILES: CC1CC(=S)C1
Frontier orbital gap in eV: 8.70
E_LUMO in eV: 0.2888

***

According to the calculations, the structures order from most to least stable as version one, version two.

***

Version one
The following is a quantum chemistry calculation of C5H8S in the gas phase, from the Open Molecules 2025 dataset.

```
14
C5H8S | the Open Molecules 2025 dataset | ωB97M-V/def2-TZVPD
S 1.161 -1.386 0.008
C 1.649 0.129 -0.635
C -1.328 0.009 0.414
C -1.150 -0.081 -1.071
C 2.397 1.040 -0.051
C -0.650 -1.175 -0.196
H -2.006 -0.268 -1.701
H -0.720 0.722 0.954
H -2.313 -0.133 0.838
H 2.813 1.000 0.954
H 2.651 1.924 -0.616
H 0.979 -1.602 1.400
H -1.134 -2.142 -0.188
H -0.384 0.548 -1.511
```

Properties
Frontier orbital gap in eV: 8.53
E_LUMO in eV: 0.6194

***

Version two
The following is a quantum chemistry calculation of C5H8S in the gas phase, from the Open Molecules 2025 dataset.

```
14
C5H8S | the Open Molecules 2025 dataset | ωB97M-V/def2-TZVPD
S -1.292 1.324 0.024
C 0.187 0.269 -0.048
C 0.333 -1.054 -0.093
C -2.518 -0.007 0.109
C 2.736 0.884 0.252
C 1.479 1.114 -0.165
H -2.478 -0.571 -0.799
H -0.400 -1.889 -0.017
H -3.546 0.354 0.111
H -2.630 -0.701 1.046
H 1.369 -1.342 -0.181
H 3.434 1.572 -0.244
H 1.320 2.082 -0.738
H 3.275 0.130 0.731
```

Properties
SMILES: C=CC(=C)SC
Frontier orbital gap in eV: 9.44
E_LUMO in eV: 0.9025

***

According to the calculations, the structures order from most to least stable as version two, version one.